No. 1
A molecular structure, C25H44Cl3IrN4O3Si in a non-equilibrium geometry. Source: the OMol25 dataset; level of theory: wB97M-V/def2-TZVPD.

```
81
Properties=species:S:1:pos:R:3
C -1.9408 -2.2809 -3.9014
C -1.0868 -2.8715 -2.7924
H -1.4554 -2.4082 -4.8709
H -2.1496 -1.2111 -3.7681
H -2.8873 -2.8307 -3.9327
C -0.6278 -4.1768 -2.8689
C -0.3617 -4.8543 -4.1397
H -0.3100 -4.6751 -1.9644
H 0.0613 -4.1506 -4.8678
H -1.2407 -5.3147 -4.6127
H 0.3776 -5.6435 -3.9880
Ir -0.2639 2.0828 0.9282
Cl -2.6031 2.1846 1.1317
Cl 1.5668 3.3456 0.1936
H 1.7090 5.3268 4.1925
H -1.0834 6.6338 3.6905
C 1.5240 5.1891 3.1168
C -0.6459 6.3536 2.7255
N 0.0893 5.1076 2.8343
H 2.0331 4.2829 2.7721
C -0.5355 3.9311 2.8188
O 0.1283 2.8381 2.8418
H -1.4498 6.2234 1.9989
H -1.6331 3.9076 2.8334
H 1.9209 6.0594 2.5857
H 0.0434 7.1309 2.3908
H 1.9755 -0.1420 -3.0132
H 2.1091 -2.9147 -1.8321
C 2.8094 -0.0482 -2.2960
C 2.9720 -2.3709 -1.4377
N 2.6471 -0.9811 -1.1899
H 2.8628 0.9799 -1.9134
C 2.5231 -0.5563 0.0962
O 2.4086 0.6241 0.4785
H 3.2565 -2.8157 -0.4843
H 2.5445 -1.3908 0.8237
H 3.7329 -0.3114 -2.8356
H 3.7918 -2.4423 -2.1557
O -0.1987 -1.8643 -2.1431
C -1.3237 -2.2945 -1.3744
C 0.0418 -3.2495 0.5519
C -1.1766 -3.1157 -0.1303
H 0.9112 -2.7184 0.1540
C 0.1403 -4.0213 1.7156
H -2.0476 -1.4604 -1.2901
C -2.3418 -3.6846 0.4754
H 1.1104 -4.1547 2.1906
C -0.9965 -4.6082 2.2767
C -2.2395 -4.4233 1.6505
H -3.3251 -3.5434 0.0026
H -0.9182 -5.1737 3.2078
H -3.1286 -4.8766 2.0918
Si -0.3956 2.4783 -2.4128
Cl -0.3913 0.7227 -0.8464
C 1.1490 3.2115 -3.1823
C -1.0594 4.0393 -1.5909
C -1.5837 1.8676 -3.6683
H 2.0845 2.6857 -2.9864
H 1.2199 4.2483 -2.8095
H 0.9758 3.2730 -4.2704
H -1.0878 1.2895 -4.4715
H -2.0270 2.8088 -4.1013
H -2.4443 1.3069 -3.2386
H -1.5887 3.8615 -0.6606
H -1.7316 4.5012 -2.3378
H -0.2444 4.7418 -1.4240
C 2.1221 -0.9477 4.5189
C 0.9454 -0.6753 3.6933
C -0.3607 -1.1485 3.6948
C -1.0684 -0.4520 2.6980
N -0.2005 0.4414 2.1320
N 0.9999 0.2450 2.7315
C -2.4604 -0.6603 2.2535
H 1.9745 -0.5225 5.5147
H 2.2889 -2.0196 4.6312
H 3.0107 -0.5164 4.0670
H -0.7607 -1.9708 4.2661
H 1.8263 0.7116 2.3889
H -2.9968 -1.2702 3.0006
H -2.9990 0.3001 2.1665
H -2.5162 -1.1724 1.2765
```

* HOMO energy (spin up / spin down): -4.7413 / -6.8019 eV
* spin multiplicity: 5
* HOMO-LUMO gap (spin up / spin down): 5.3 / 6.8 eV
* LUMO level (spin up / spin down): 0.61 / -0.04 eV

Here are the Löwdin charges for atoms 1 to 8, given in e: 0.007 -0.419 0.077 0.076 0.096 -0.065 -0.096 0.113

***

No. 2
2 unconnected molecules or ions with the total composition C10H19N3Si in a non-equilibrium geometry. Source: the OMol25 dataset; level of theory: wB97M-V/def2-TZVPD.

```
33
Properties=species:S:1:pos:R:3
C 2.8619 1.3388 2.9848
C 1.8637 2.2254 2.5893
C 2.8376 0.1706 2.2868
C 0.8648 1.9809 1.6613
C 1.8744 -0.1499 1.2984
C 0.8406 0.7173 1.1305
C 1.4552 0.1213 -1.8994
C -1.7165 0.5585 -4.0867
C -2.7362 -1.3654 0.1616
C -1.1002 -1.8135 1.8913
N 0.1790 -0.2933 -1.4791
N -1.8164 -0.6626 -3.9356
N -1.5376 -0.9270 0.8474
Si -0.5104 0.1550 0.0093
H 3.5228 1.5600 3.7283
H 1.7997 3.1895 3.0112
H 3.7277 -0.3673 2.3550
H 0.0319 2.5380 1.4195
H 2.0305 -1.1121 0.8120
H 1.3058 1.1466 -2.4056
H 2.1404 -0.0249 -1.0262
H 1.8278 -0.4082 -2.7395
H -2.4943 1.3042 -4.1594
H -1.4585 1.3519 -0.2236
H -0.7288 0.9150 -3.8976
H -3.5105 -1.7693 0.7194
H -3.1579 -0.4859 -0.3065
H -2.4679 -2.1923 -0.5652
H -0.4749 -2.5960 1.4800
H -0.5379 -1.2926 2.6884
H -1.9254 -2.2793 2.2476
H -0.2636 -0.4395 -2.3663
H -2.7269 -1.0940 -4.2314
```

* HOMO energy: -8.2911 eV
* SMILES string: CN[Si@H](c1ccccc1)N(C)C.C=N
* HOMO-LUMO gap: 9.2 eV
* energy relative to the best compared isomer or geometry (same formula, charge and spin): 53.1 kcal per mole
* LUMO level: 0.95 eV

Here are the natural (NBO) charges for atoms 1 to 8, given in e: -0.214 -0.184 -0.191 -0.204 -0.225 -0.474 -0.397 -0.027

***

No. 3
A molecular structure, C27H57AlN3O8 in a non-equilibrium geometry. Source: the OMol25 dataset; level of theory: wB97M-V/def2-TZVPD.

```
96
Properties=species:S:1:pos:R:3
Al 4.6565 0.5215 -2.2218
O 1.7661 0.7592 -1.6069
H 0.9553 0.2556 -1.3984
C -0.9300 -0.1366 0.6734
C -2.0387 0.1738 -0.4065
C -2.5280 -1.1854 -0.9963
C -3.9602 -1.2008 -1.5676
C -4.9948 -0.6043 -0.5981
C -4.6692 0.8773 -0.2290
N -3.2367 0.9026 0.2407
O -2.9384 1.8855 1.1641
C -5.5385 1.2780 0.9481
C -4.9636 1.7644 -1.4580
C -1.5152 1.1088 -1.5625
H 0.0054 -0.2047 0.1180
H -1.2139 -1.0819 1.1359
H -0.6823 0.6130 1.4250
H -2.4815 -1.9464 -0.2174
H -1.7943 -1.5377 -1.7214
H -4.2015 -2.2297 -1.8346
H -4.0755 -0.7509 -2.5537
H -4.9559 -1.2715 0.2629
H -5.9996 -0.8242 -0.9588
H -5.3158 0.6142 1.7834
H -6.6017 1.2030 0.7199
H -5.4241 2.3396 1.1675
H -6.0360 1.8268 -1.6430
H -4.5890 1.2829 -2.3614
H -4.5261 2.7588 -1.5470
H -2.2157 1.2864 -2.3784
H -0.6823 0.5436 -1.9807
H -0.9920 2.0168 -1.2628
C 1.7200 1.6030 4.6393
C 1.0305 2.4444 3.5082
C 1.9616 3.5435 2.7465
N 1.2369 4.1993 1.5800
C 1.0435 3.3242 0.3315
C -0.1424 4.7584 1.8423
C 0.1439 5.9960 2.7877
C 1.1964 6.6619 1.9140
C 1.9655 5.5583 1.2119
H 1.1085 0.7914 5.0334
H 1.8539 2.1480 5.5738
H 2.6639 1.2282 4.2435
H 0.1003 2.8965 3.8524
H 0.6595 1.7103 2.7930
H 2.8302 3.1144 2.2469
H 2.2680 4.3427 3.4214
H 0.4323 2.4432 0.5269
H 2.0477 2.9778 0.0871
H 0.5855 3.8620 -0.4986
H -0.6221 5.1583 0.9490
H -0.6365 4.0243 2.4788
H -0.7355 6.6372 2.8478
H 0.4176 5.6848 3.7958
H 0.8844 7.3285 1.1100
H 1.7608 7.1543 2.7059
H 1.8416 5.7965 0.1555
H 3.0091 5.4879 1.5187
C 1.1077 -7.1635 -3.0437
C 1.4061 -5.6736 -2.7139
C 0.8764 -5.1108 -1.4127
N 1.2470 -3.7501 -1.0190
C 1.0795 -2.7942 -2.2417
C 2.6877 -3.7690 -0.5139
C 2.5784 -3.9940 0.9838
C 1.1661 -3.9872 1.4662
C 0.4588 -3.2490 0.2688
H 1.1625 -7.7284 -2.1132
H 1.8379 -7.6149 -3.7153
H 0.2360 -7.3262 -3.6776
H 0.9437 -5.1399 -3.5443
H 2.4908 -5.6047 -2.7956
H 0.9770 -5.7397 -0.5281
H -0.2129 -5.0823 -1.4364
H 1.3435 -1.7658 -1.9953
H 0.0114 -2.8345 -2.4553
H 1.7805 -3.1601 -2.9918
H 3.2224 -2.8492 -0.7511
H 3.1916 -4.5981 -1.0107
H 3.0393 -3.2130 1.5885
H 3.1574 -4.8861 1.2225
H 1.1135 -3.5153 2.4474
H 0.6517 -4.9468 1.5186
H 0.7790 -2.2485 0.5596
H -0.6258 -3.3573 0.2615
O 0.6380 0.1437 -3.9701
C 1.5868 -0.0298 -4.8899
O 2.7356 0.2147 -4.5306
O 1.2843 -0.1915 -6.0976
H 1.1637 0.5169 -3.2588
O 2.2871 0.0501 1.7477
C 3.5018 -0.4488 1.7794
O 4.0362 -0.4400 0.6666
O 3.9881 -0.7765 2.8577
H 2.1633 0.1499 0.8009
```

* total charge: +3
* HOMO energy: -16.1736 eV
* HOMO-LUMO gap: 2.4 eV
* LUMO level: -13.75 eV

Here are the Löwdin charges for atoms 1 to 8, given in e: 1.093 -0.362 -0.087 0.006 -0.348 -0.112 -0.157 -0.103